Entry 1:
Molecular formula: CH3NO2S
Method: DFT, wB97M-V/def2-TZVPD

* gap between HOMO and LUMO (alpha / beta): 7.66 / 7.66 eV
* HOMO (alpha / beta): -8.49 / -8.48 eV
* molar mass: 93.11 g mol⁻¹
* ΔE to the lowest compared entry with this formula, charge and spin: 233.6 kJ/mol
* 2S+1: 1

The geometry in XYZ format:
```
8
CH3NO2S (wB97M-V/def2-TZVPD)
C 1.208 0.754 0.827
N 1.784 1.261 1.732
O 0.762 0.143 -0.064
O -1.175 -0.567 -1.681
S -2.895 -0.988 -0.470
H 1.658 1.152 2.718
H -0.747 -1.323 -2.054
H -0.595 -0.431 -1.008
```

Entry 2:
Molecular formula: C4H5Cl2NOS
Method: DFT, wB97M-V/def2-TZVPD

* gap between HOMO and LUMO (alpha / beta): 7.41 / 7.41 eV
* HOMO (alpha / beta): -8.21 / -8.21 eV
* molar mass: 186.06 g mol⁻¹
* ΔE to the lowest compared entry with this formula, charge and spin: 255.7 kJ/mol
* 2S+1: 1

The geometry in XYZ format:
```
14
C4H5Cl2NOS (wB97M-V/def2-TZVPD)
C -1.966 -1.594 -0.627
C 1.626 0.643 -0.370
C -2.233 0.840 -0.719
C 1.821 -0.486 0.524
N -1.954 -0.401 -0.536
O 0.984 -0.457 1.705
S 0.670 1.982 0.023
Cl -0.863 -2.740 0.021
Cl -3.384 1.603 0.313
H 2.191 0.887 -1.250
H -1.821 1.409 -1.399
H 2.951 -0.352 0.748
H 1.744 -1.428 -0.062
H 0.234 0.095 1.630
```

Entry 3:
Molecular formula: C9H16ClIMnN2O2P
Method: DFT, wB97M-V/def2-TZVPD

* gap between HOMO and LUMO (alpha / beta): 6.65 / 6.69 eV
* HOMO (alpha / beta): -15.52 / -15.60 eV
* molar mass: 432.51 g mol⁻¹
* charge: +2
* ΔE to the lowest compared entry with this formula, charge and spin: 20.1 kJ/mol
* 2S+1: 5
* <S²>: 6.13

The geometry in XYZ format:
```
33
C9H16ClIMnN2O2P (wB97M-V/def2-TZVPD)
C 4.400 -0.801 -2.730
C 4.136 -0.239 -1.461
H 5.459 -1.086 -2.846
H 4.160 -0.023 -3.468
H 3.738 -1.669 -2.901
O 4.094 -0.165 -0.297
I 0.262 -2.793 -0.997
Mn 0.730 -0.430 -0.859
P 1.214 2.085 -0.328
C 1.106 2.881 1.301
C 2.860 2.637 -0.891
H -0.072 2.718 -2.267
H 0.631 4.148 -1.434
H -0.824 3.335 -0.760
C 0.121 3.184 -1.296
H 2.994 2.347 -1.939
H 2.915 3.727 -0.791
H 1.701 3.803 1.293
H 1.497 2.201 2.063
H 3.643 2.180 -0.281
H 0.065 3.129 1.537
C 1.128 -0.415 0.912
O 1.064 -0.452 2.083
Cl 1.314 0.294 -2.897
N -1.796 0.509 0.611
C -3.113 0.663 0.375
C -3.326 0.313 -0.954
C -2.079 -0.028 -1.476
N -1.133 0.100 -0.503
H -1.316 0.682 1.496
H -3.792 0.986 1.149
H -4.250 0.289 -1.502
H -1.790 -0.369 -2.457
```

Entry 4:
Molecular formula: C4H4O2
Method: DFT, wB97M-V/def2-TZVPD

* gap between HOMO and LUMO: 10.28 eV
* HOMO: -10.29 eV
* molar mass: 84.07 g mol⁻¹
* ΔE to the lowest compared entry with this formula, charge and spin: 458.6 kJ/mol
* 2S+1: 1

The geometry in XYZ format:
```
10
C4H4O2 (wB97M-V/def2-TZVPD)
C 0.928 -0.837 0.278
C -0.045 0.259 0.121
C -1.513 -0.065 -0.080
C -2.660 -0.408 -0.122
H 2.889 -0.815 -1.037
H 0.479 -1.886 -0.242
H 1.142 -1.141 1.429
H -3.776 -0.540 -0.223
O 2.172 -0.129 -0.212
O 0.205 1.465 0.074
```